[1]
DFT (wB97M-V/def2-TZVPD) results for a single C4H9N4OPS molecule in a non-equilibrium geometry.

```
20
Properties=species:S:1:pos:R:3:mulliken_charge:R:1
C -2.1161 -1.3587 2.6212 -1.0679
C -1.9097 -1.1279 1.1857 -0.2252
O -0.7353 -0.3807 1.1941 -0.3686
P -0.3495 0.6311 -0.2512 0.6875
S -2.0300 1.4712 -0.8676 -0.3777
N 0.1072 -0.6417 -1.3054 0.1394
N 1.1995 -0.7653 -1.7877 -0.5186
C 2.3345 0.1065 -1.6042 -0.5180
C 2.0199 1.6321 -1.7264 -0.3884
N 1.6185 2.2303 -0.5331 -0.3210
N 0.7949 1.8080 0.2999 -0.0099
H -1.8177 -0.4284 3.0868 0.2919
H -3.2520 -1.5669 2.8556 0.3040
H -1.5115 -2.1922 2.9890 0.2718
H -2.7357 -0.6081 0.7671 0.3629
H -1.7172 -2.0817 0.5307 0.2495
H 3.0090 -0.3769 -2.3402 0.3802
H 2.7563 -0.0292 -0.5523 0.3924
H 3.0589 1.9789 -1.9578 0.3380
H 1.2760 1.6992 -2.6041 0.3778
```

As for the LUMO energy: -1.17 eV. The total energy is -32422.011 eV. Its net charge is 0. As for the energy relative to the best compared isomer or geometry (same formula, charge and spin): 0.0 kcal/mol. The SMILES is CCOP1(=S)N=NCCN=N1.



[2]
DFT (wB97M-V/def2-TZVPD) results for a 2-piece molecular cluster, C5H4O overall in a non-equilibrium geometry.

```
10
Properties=species:S:1:pos:R:3:mulliken_charge:R:1
C -1.7889 0.8468 -1.0700 0.3109
C 2.5621 1.1129 0.6646 -0.2249
C -1.1508 -0.1165 -0.7370 -0.3765
C 1.4892 0.5636 0.4920 -0.5508
C -0.4685 -1.2060 -0.2005 -0.2378
O -0.8893 -1.6561 1.0337 -0.4210
H -2.1366 1.7357 -1.4663 0.4584
H 3.4468 1.6203 0.5248 0.3666
H 0.1102 -1.8491 -0.9235 0.3073
H -1.1742 -1.0516 1.6823 0.3677
```

As for the LUMO energy (spin up / spin down): -1.56 / -2.00 eV. The total energy is -7288.561 eV. Its net charge is 0. As for the energy relative to the best compared isomer or geometry (same formula, charge and spin): 164.8 kcal/mol.



[3]
DFT (wB97M-V/def2-TZVPD) results for C25H33AlN6O3S3 as an isolated structure.

```
71
Properties=species:S:1:pos:R:3:mulliken_charge:R:1
Al 0.2236 -0.2647 -0.1713 -0.4229
C -3.0405 1.8695 1.9032 -1.3678
C -1.9654 1.5386 0.9020 1.1065
N -1.2377 0.4677 1.0662 0.5726
N -1.4438 -0.1722 2.2963 -0.6077
C -0.8926 -1.3354 2.4089 0.5423
S -0.0246 -2.2124 1.2093 -0.7192
S -1.0894 -2.1732 3.9449 -0.2098
C -1.9554 -0.9316 4.9263 -1.0519
C -3.4371 -0.7542 4.6895 0.6545
C -4.1057 -1.3510 3.6313 -0.3438
C -5.4592 -1.1196 3.4256 -0.4329
C -6.1631 -0.2843 4.2795 -0.7288
C -5.5036 0.3123 5.3464 -0.5493
C -4.1530 0.0759 5.5488 -0.6045
C -1.7393 2.4545 -0.2141 0.7686
C -2.5611 3.5909 -0.3690 -1.0268
C -2.3557 4.5181 -1.3614 -1.0651
C -1.2824 4.3442 -2.2428 -0.4928
C -0.4510 3.2613 -2.1194 -0.4631
C -0.6566 2.2885 -1.1169 0.3292
O 0.1474 1.2701 -1.0906 -0.3247
H -3.3335 0.9914 2.4678 -0.2912
H -3.9128 2.2898 1.4109 0.5821
H -2.6675 2.6139 2.6113 0.3757
H -1.4474 0.0170 4.7500 0.3076
H -1.7700 -1.2156 5.9638 0.6141
H -3.5527 -2.0067 2.9715 0.8344
H -5.9676 -1.5985 2.5970 0.3533
H -7.2185 -0.1045 4.1217 0.4189
H -6.0438 0.9607 6.0241 0.3932
H -3.6440 0.5466 6.3828 0.4286
H -3.3779 3.7615 0.3159 0.3394
H -3.0075 5.3764 -1.4478 0.4163
H -1.1046 5.0694 -3.0275 0.4175
H 0.3825 3.1023 -2.7907 0.4755
C 3.9996 0.3867 1.7450 -1.7379
C 2.8551 0.1170 0.8262 0.6923
N 1.6424 0.3968 1.1530 0.6746
O 1.4882 0.9120 2.4372 -0.6418
C 3.0353 -0.5159 -0.4701 0.3898
C 4.3566 -0.7435 -1.1222 -1.8047
N 1.9131 -0.8619 -1.0599 1.0326
O 1.9029 -1.4344 -2.1879 -0.8748
H 3.7456 0.0617 2.7529 0.3741
H 4.1959 1.4596 1.7920 0.3190
H 4.8971 -0.1236 1.4091 0.4256
H 0.5297 0.9221 2.5694 0.4259
H 5.0764 0.0271 -0.8474 0.4547
H 4.2100 -0.7318 -2.2016 0.4084
H 4.7829 -1.7180 -0.8678 0.2996
C -5.4023 -2.3297 -0.2325 -1.5119
C -4.2075 -1.7040 0.4782 -0.7688
N -2.9626 -1.8494 -0.2568 0.1882
C -2.5681 -1.1079 -1.2936 0.1614
S -1.0200 -1.4033 -1.9844 -0.3970
N -3.3850 -0.1465 -1.7336 0.1748
C -3.1300 0.7148 -2.8862 -0.3712
C -3.8569 0.2273 -4.1274 -1.4130
H -6.3118 -2.1749 0.3491 0.3915
H -5.2500 -3.4014 -0.3557 0.3441
H -5.5587 -1.9043 -1.2249 0.3401
H -4.0571 -2.1907 1.4400 0.6065
H -4.3811 -0.6447 0.7004 0.3186
H -2.2477 -2.4721 0.0972 0.3457
H -4.3069 -0.0904 -1.3298 0.2768
H -2.0555 0.7225 -3.0478 0.3185
H -3.4333 1.7275 -2.6134 0.2277
H -3.5331 -0.7821 -4.3832 0.3243
H -3.6352 0.8812 -4.9711 0.4197
H -4.9395 0.2202 -3.9827 0.3583
```

As for the LUMO energy: -0.16 eV. The total energy is -80649.414 eV. Its net charge is 0. As for the energy relative to the best compared isomer or geometry (same formula, charge and spin): 6.9 kcal/mol.



[4]
DFT (wB97M-V/def2-TZVPD) results for an isolated ion of composition C9H14NS and charge +1 in a non-equilibrium geometry.

```
25
Properties=species:S:1:pos:R:3:mulliken_charge:R:1
C 3.0320 0.7988 -0.9298 -1.5616
C 2.0955 -0.1304 -0.2977 1.0174
C 1.1249 0.4856 0.7813 -1.5610
C -0.0127 -0.4821 0.2716 1.6209
N -0.0599 -1.7979 1.0854 -0.3434
C -1.4188 0.0502 0.2116 -0.2850
C -1.8781 1.3299 0.4169 -0.8192
C -3.2833 1.3951 0.1843 -0.5345
C -3.8391 0.2485 -0.3759 -0.3802
S -2.6351 -0.9735 -0.4611 -0.0783
C 0.9147 -0.7827 -0.9719 -1.5688
H 4.0329 0.9480 -0.6315 0.4041
H 2.6162 1.8162 -1.1096 0.3021
H 3.2009 0.3756 -1.9315 0.3470
H 2.6662 -1.0275 0.1729 0.1469
H 1.5078 0.5336 1.7616 0.3884
H 0.8571 1.4971 0.5852 0.3703
H 0.7515 -2.4827 0.9917 0.3923
H -0.9082 -2.3289 0.8016 0.3930
H -0.3326 -1.7415 2.1407 0.4180
H -1.3532 2.0610 0.8271 0.5967
H -3.8022 2.3047 0.4283 0.4063
H -4.8294 -0.0729 -0.7674 0.4035
H 0.5701 -0.2525 -1.7425 0.5401
H 0.9830 -1.7718 -1.4415 0.3850
```

As for the LUMO energy: -3.40 eV. The total energy is -21876.927 eV. Its net charge is +1. As for the energy relative to the best compared isomer or geometry (same formula, charge and spin): 29.3 kcal/mol. The SMILES is C[C@H]1C[C@@]([NH3+])(c2cccs2)C1.



[5]
DFT (wB97M-V/def2-TZVPD) results for a 15-piece molecular cluster, C41H76Br28FN3O5S2 overall in a non-equilibrium geometry.

```
156
Properties=species:S:1:pos:R:3:mulliken_charge:R:1
C 1.2597 -3.7167 2.2454 -0.4065
C 1.2830 -2.2033 2.3006 -0.0665
C -0.0780 -1.4783 2.8531 0.5670
O -0.6301 -1.9937 3.9853 -0.6030
O -0.8014 -0.3592 2.2347 -0.1670
C 0.0304 0.4078 1.2975 -0.2105
C 0.1499 -0.2198 -0.2113 1.3891
C -1.1760 -0.0315 -1.1552 0.0211
C -2.4107 -1.0508 -0.8029 0.4765
C -2.1952 -2.5918 -1.4120 -0.1740
C -2.5276 -3.6412 -0.1598 -0.1044
N -3.9274 -3.4975 0.3949 0.4408
C -3.9391 -4.0160 1.8406 -0.6051
C -4.1561 -2.8086 2.9554 -0.1357
S -5.8228 -1.9409 2.8101 -0.1685
C -5.6123 -0.3515 1.8341 0.3105
N -4.2164 0.2165 1.7020 0.2265
N -4.2481 1.3643 0.9141 -0.3224
C -5.7346 1.5351 0.5755 -0.2565
O -6.6275 0.4796 1.1413 -0.2955
S -5.0758 -4.4660 -0.5160 1.1483
O -4.9233 -4.3634 -2.0529 -0.5885
O -6.5241 -3.9681 -0.1475 -0.5984
F -5.0118 -6.1582 -0.1338 -0.3000
H 2.1963 -4.2907 2.6502 0.1760
H 0.2900 -4.2722 1.8287 0.0801
H 2.2294 -1.5779 1.9489 0.1794
H -0.4926 1.4743 1.1840 -0.2174
H 1.1070 0.6111 1.7102 0.0414
H 1.0502 0.3591 -0.7399 -1.1080
H 0.4300 -1.3635 -0.2339 0.2190
H -1.5657 1.0925 -1.0971 0.2898
H -0.8583 -0.1775 -2.2963 -0.6849
H -2.4231 -1.1851 0.3664 -0.5066
H -3.4430 -0.6055 -1.1566 0.3096
H -2.9245 -2.7069 -2.3199 0.2102
H -1.0705 -2.7738 -1.6853 0.1234
H -2.2593 -4.7366 -0.4765 -0.2185
H -1.7842 -3.3139 0.7139 0.0369
H -2.9724 -4.6551 2.0593 0.1683
H -4.8571 -4.7601 2.0064 0.4517
H -3.2427 -2.0482 2.8715 -0.1675
H -4.1430 -3.3025 4.0364 0.4445
H -6.0149 2.4642 -0.0788 0.3553
Br 2.9773 -6.2185 4.6218 -0.1549
C 1.5871 -5.6107 5.8482 -0.1002
C 0.3099 -6.3948 5.6590 -0.3221
Br -0.6508 -5.8068 4.0660 -0.0467
H 1.4653 -4.5361 5.6851 0.3391
H 1.9979 -5.7773 6.8479 -0.0739
H -0.3795 -6.2153 6.4887 -0.1307
H 0.4727 -7.4711 5.5539 0.4456
Br -4.7719 2.1115 4.5993 -0.0934
C -5.9129 3.6862 4.7551 -0.6388
C -6.2380 4.2625 3.3971 -0.3909
Br -4.7273 5.2631 2.6741 -0.1177
H -5.3966 4.3905 5.4135 0.3651
H -6.8205 3.3312 5.2511 0.3425
H -7.0510 4.9902 3.4714 0.3732
H -6.5020 3.5036 2.6553 0.1585
Br -0.6030 -6.1171 -1.8317 -0.0868
C -0.5571 -8.0095 -1.3597 -0.5979
C -0.3475 -8.1981 0.1244 -0.4649
Br 1.5145 -7.8917 0.6194 -0.1216
H 0.2231 -8.4720 -1.9708 0.3747
H -1.5312 -8.4019 -1.6648 0.3554
H -0.5518 -9.2325 0.4145 0.3738
H -0.9549 -7.5265 0.7375 0.1965
Br 3.1538 -7.0841 9.2796 -0.1379
C 1.7636 -6.4763 10.5060 -0.5988
C 0.4864 -7.2604 10.3168 -0.5599
Br -0.4742 -6.6724 8.7239 -0.0354
H 1.6418 -5.4017 10.3430 0.3717
H 2.1744 -6.6429 11.5057 0.3530
H -0.2030 -7.0808 11.1466 0.3197
H 0.6492 -8.3366 10.2118 0.3894
Br 0.6434 2.7729 -2.3746 -0.0795
C 0.4603 4.0620 -0.9218 -0.7523
C 1.7735 4.2673 -0.2041 -0.3714
Br 2.1668 2.7754 0.9899 -0.0123
H -0.3385 3.6970 -0.2701 0.4733
H 0.1348 4.9883 -1.4036 0.3921
H 1.7249 5.1457 0.4456 0.1984
H 2.6269 4.3678 -0.8805 0.3301
Br -2.3507 1.1376 -4.8839 -0.1257
C -0.4855 1.2148 -5.4508 0.0255
C -0.0456 -0.0941 -6.0633 -0.5954
Br 0.2874 -1.4399 -4.6907 -0.1178
H 0.1024 1.5039 -4.5751 -0.3885
H -0.4466 2.0194 -6.1903 0.4047
H 0.9098 0.0246 -6.5821 0.2705
H -0.7792 -0.5184 -6.7544 0.3703
Br 6.7538 -0.5032 -1.4060 -0.1862
C 5.3636 0.1045 -0.1796 -0.6297
C 4.0864 -0.6796 -0.3688 0.0834
Br 3.1258 -0.0916 -1.9617 -0.0016
H 5.2418 1.1791 -0.3426 0.3186
H 5.7744 -0.0621 0.8201 0.4526
H 3.3970 -0.5000 0.4610 -0.4765
H 4.2492 -1.7558 -0.4739 0.5228
Br 0.1239 7.2418 -0.2733 -0.0939
C 1.0544 8.8244 -0.9332 -0.1894
C 1.1899 8.7917 -2.4374 -0.6668
Br 2.6015 7.5653 -2.9931 -0.0870
H 2.0145 8.8708 -0.4115 -0.0653
H 0.4349 9.6693 -0.6197 0.3680
H 1.4972 9.7697 -2.8184 0.4243
H 0.2756 8.4782 -2.9489 0.3730
Br 2.0197 4.5427 -5.3657 -0.0243
C 2.5250 5.8828 -6.6903 -0.6440
C 3.8665 5.5634 -7.3071 -0.5636
Br 5.3269 6.0160 -6.0953 -0.1170
H 2.4980 6.8539 -6.1881 0.2952
H 1.7348 5.8476 -7.4454 0.3652
H 4.0369 6.1747 -8.1978 0.3564
H 3.9842 4.5080 -7.5679 0.3583
Br 0.3051 -0.1748 -9.5920 -0.1285
C 1.0956 -1.7682 -10.3932 -0.5290
C 1.1300 -2.9149 -9.4104 -0.6015
Br 2.5690 -2.6901 -8.1125 -0.1317
H 2.0847 -1.4826 -10.7623 0.3590
H 0.4512 -2.0079 -11.2436 0.3305
H 1.3538 -3.8552 -9.9223 0.3533
H 0.2026 -3.0275 -8.8420 0.3602
Br 4.1227 9.9325 1.5572 -0.1786
C 5.8178 9.0429 1.1817 -0.5802
C 5.7814 8.3379 -0.1538 -0.3881
Br 4.7761 6.6695 -0.0448 -0.0466
H 6.0190 8.3720 2.0217 0.3660
H 6.5631 9.8431 1.1756 0.4021
H 6.7884 8.0430 -0.4619 0.0639
H 5.3234 8.9347 -0.9475 0.3736
Br -8.6566 -8.8897 -3.6835 -0.1577
C -8.8397 -7.6006 -2.2307 -0.5742
C -7.5265 -7.3953 -1.5129 -0.4481
Br -7.1332 -8.8872 -0.3190 -0.1452
H -9.6385 -7.9656 -1.5790 0.3864
H -9.1652 -6.6743 -2.7124 0.3750
H -7.5751 -6.5169 -0.8632 0.1422
H -6.6731 -7.2948 -2.1893 0.3909
Br 9.0529 6.0223 -0.0986 -0.1436
C 9.0615 5.1016 -1.8186 -0.5941
C 9.2466 6.0749 -2.9590 -0.5631
Br 7.5962 7.0449 -3.3348 -0.1319
H 8.1298 4.5323 -1.8804 0.3839
H 9.9037 4.4062 -1.7641 0.3478
H 9.4808 5.5434 -3.8856 0.3352
H 10.0204 6.8239 -2.7692 0.3579
Br 0.6171 2.1845 5.7260 -0.1390
C -0.5239 3.7592 5.8818 -0.5888
C -0.8490 4.3355 4.5238 -0.3338
Br 0.6617 5.3361 3.8008 -0.1413
H -0.0076 4.4634 6.5402 0.3824
H -1.4315 3.4041 6.3778 0.3484
H -1.6620 5.0632 4.5981 0.2817
H -1.1130 3.5766 3.7820 0.1641
```

As for the LUMO energy: -0.40 eV. The total energy is -2044022.770 eV. Its net charge is 0.



Which of these has the lowest total energy? C41H76Br28FN3O5S2



Which of these has the lowest total energy? C41H76Br28FN3O5S2